# 1
DFT (ωB97M-V with the def2-TZVPD basis set) results for a 8-piece molecular cluster, C28H84BF4N7O7 overall in a non-equilibrium geometry.

```
! wB97M-V def2-TZVPD RIJCOSX def2/J DEFGRID3
* xyz 6 1
B 0.37 -0.48 0.79
F 1.52 -0.11 1.40
F -0.58 -0.53 1.76
F 0.02 0.59 -0.06
F 0.47 -1.61 0.03
C -0.14 2.87 3.38
C 0.06 3.62 2.02
C 0.29 5.17 2.14
O 1.41 5.38 2.99
C 2.06 6.62 2.84
N 1.19 2.96 1.22
H 1.36 3.49 0.38
H 2.00 2.97 1.81
H 0.89 2.02 0.97
H 0.72 3.07 4.01
H -0.36 1.80 3.40
H -1.00 3.30 3.91
H -0.83 3.35 1.45
H -0.61 5.61 2.58
H 0.38 5.50 1.11
H 2.63 6.83 1.94
H 2.72 6.86 3.68
H 1.19 7.28 2.87
C -3.60 -1.62 5.94
C -2.85 -1.91 4.62
C -3.74 -2.42 3.45
O -2.94 -2.82 2.31
C -3.72 -3.41 1.30
N -2.11 -0.63 4.15
H -2.76 0.12 4.00
H -1.30 -0.48 4.73
H -1.81 -0.75 3.19
H -2.93 -1.19 6.68
H -4.05 -2.42 6.52
H -4.43 -0.93 5.78
H -2.07 -2.66 4.77
H -4.53 -1.75 3.13
H -4.44 -3.16 3.82
H -4.42 -2.69 0.88
H -4.25 -4.29 1.68
H -3.19 -3.72 0.41
C 5.99 -0.87 -1.48
C 4.91 0.13 -0.84
C 4.08 0.89 -1.92
O 3.26 -0.08 -2.56
C 3.11 0.21 -3.91
N 3.94 -0.53 0.14
H 3.39 -1.27 -0.29
H 4.54 -1.09 0.73
H 3.34 0.07 0.69
H 5.51 -1.75 -1.89
H 6.67 -1.26 -0.72
H 6.61 -0.46 -2.28
H 5.44 0.78 -0.15
H 4.71 1.31 -2.70
H 3.38 1.66 -1.59
H 4.00 0.15 -4.54
H 2.71 1.21 -4.05
H 2.31 -0.48 -4.19
C -4.96 0.10 -1.25
C -3.44 -0.08 -1.42
C -3.00 0.50 -2.79
O -1.62 0.40 -2.68
C -0.90 0.92 -3.78
N -2.78 0.75 -0.23
H -3.03 0.31 0.64
H -1.78 0.74 -0.36
H -3.04 1.72 -0.25
H -5.29 1.13 -1.38
H -5.24 -0.12 -0.22
H -5.66 -0.48 -1.85
H -3.12 -1.11 -1.29
H -3.43 1.49 -2.90
H -3.35 -0.19 -3.56
H -1.37 0.62 -4.72
H 0.12 0.55 -3.85
H -0.96 2.01 -3.71
C 1.56 -3.68 2.31
C 1.84 -4.53 3.55
C 0.49 -4.96 4.32
O -0.37 -5.85 3.53
C -1.41 -6.33 4.31
N 2.61 -5.79 3.13
H 2.09 -6.40 2.52
H 3.51 -5.62 2.70
H 2.85 -6.30 3.97
H 2.42 -3.49 1.67
H 1.14 -2.71 2.60
H 0.92 -4.13 1.55
H 2.63 -4.14 4.20
H -0.02 -4.00 4.49
H 0.67 -5.28 5.34
H -2.15 -5.53 4.32
H -1.14 -6.62 5.33
H -1.75 -7.26 3.86
C 0.44 -4.33 -2.19
C -0.88 -3.73 -2.74
C -0.73 -2.66 -3.86
O -0.26 -3.29 -5.01
C -0.10 -2.40 -6.10
N -1.74 -4.89 -3.25
H -1.35 -5.47 -3.98
H -2.03 -5.61 -2.59
H -2.59 -4.47 -3.59
H 0.28 -4.90 -1.28
H 1.08 -3.51 -1.89
H 0.89 -4.88 -3.02
H -1.38 -3.37 -1.85
H 0.01 -1.91 -3.57
H -1.59 -2.04 -4.11
H 0.62 -1.59 -5.97
H -1.09 -2.07 -6.41
H 0.10 -2.93 -7.03
C 1.39 7.89 -3.14
C 0.72 6.57 -2.63
C 1.64 5.75 -1.73
O 1.05 4.55 -1.20
C 0.61 3.59 -2.17
N -0.61 6.95 -1.98
H -0.48 7.46 -1.12
H -1.14 7.63 -2.51
H -1.24 6.17 -1.86
H 2.29 7.73 -3.73
H 1.47 8.52 -2.25
H 0.67 8.39 -3.79
H 0.49 6.02 -3.54
H 1.94 6.39 -0.89
H 2.56 5.37 -2.18
H 0.09 2.73 -1.74
H 1.37 3.08 -2.76
H -0.04 4.15 -2.85
*
```

***

# 2
DFT (ωB97M-V with the def2-TZVPD basis set) results for a 14-piece molecular cluster, C28H84O14 overall in a non-equilibrium geometry.

```
! wB97M-V def2-TZVPD RIJCOSX def2/J DEFGRID3
* xyz 0 1
C 10.54 -19.15 22.77
O 11.83 -19.75 23.10
H 10.17 -18.49 23.55
H 10.68 -18.58 21.85
H 9.86 -19.96 22.51
H 11.72 -20.39 23.80
C 16.74 -23.40 24.86
O 17.03 -24.81 25.04
H 16.51 -22.88 25.80
H 17.64 -22.96 24.43
H 15.93 -23.26 24.15
H 17.24 -25.13 24.16
C 16.08 -22.35 29.65
O 15.21 -22.69 28.62
H 17.01 -22.21 29.10
H 15.97 -21.39 30.16
H 16.17 -23.11 30.43
H 15.56 -23.49 28.21
C 11.30 -27.58 25.59
O 10.36 -28.63 25.36
H 10.83 -26.60 25.59
H 11.77 -27.66 26.57
H 12.16 -27.54 24.93
H 10.80 -29.41 25.03
C 7.78 -22.51 24.51
O 8.26 -21.61 25.48
H 6.77 -22.17 24.25
H 8.42 -22.39 23.63
H 7.73 -23.55 24.81
H 7.81 -21.73 26.32
C 12.29 -22.01 30.01
O 10.85 -21.76 30.03
H 12.48 -23.06 29.80
H 12.70 -21.36 29.23
H 12.71 -21.66 30.95
H 10.65 -20.92 29.61
C 7.33 -22.66 28.93
O 6.70 -22.43 27.70
H 7.57 -21.71 29.41
H 6.67 -23.33 29.49
H 8.26 -23.19 28.79
H 5.96 -21.84 27.84
C 11.32 -22.92 21.79
C 10.60 -24.30 21.72
C 10.47 -24.90 23.15
O 9.35 -24.20 21.16
H 10.71 -22.14 22.25
H 11.67 -22.68 20.79
H 12.15 -22.98 22.49
H 11.08 -24.97 21.00
H 9.88 -24.20 23.75
H 11.43 -25.09 23.61
H 9.96 -25.86 23.15
H 9.07 -25.12 21.07
C 13.71 -17.77 29.89
C 12.77 -16.80 29.10
C 12.78 -17.06 27.62
O 11.42 -16.92 29.58
H 13.43 -18.82 29.80
H 13.75 -17.57 30.96
H 14.71 -17.62 29.46
H 13.06 -15.75 29.18
H 11.97 -16.55 27.09
H 12.70 -18.11 27.36
H 13.68 -16.71 27.12
H 11.42 -16.75 30.52
C 17.41 -20.02 24.21
C 17.07 -18.95 25.25
C 16.86 -19.60 26.65
O 18.23 -18.20 25.35
H 17.78 -19.55 23.29
H 16.48 -20.48 23.87
H 18.21 -20.70 24.47
H 16.23 -18.34 24.92
H 17.74 -20.17 26.94
H 15.99 -20.26 26.63
H 16.64 -18.82 27.38
H 18.46 -17.91 24.47
C 8.09 -18.49 29.02
C 9.12 -19.21 28.20
C 9.56 -18.41 26.94
O 10.32 -19.43 28.88
H 8.53 -17.52 29.23
H 7.93 -19.04 29.95
H 7.12 -18.37 28.53
H 8.79 -20.22 27.96
H 9.94 -17.45 27.31
H 8.75 -18.23 26.23
H 10.40 -18.90 26.45
H 10.73 -18.57 29.00
C 14.20 -21.17 21.41
C 14.69 -19.73 21.21
C 15.48 -19.58 19.87
O 13.53 -18.93 21.11
H 13.45 -21.42 20.66
H 13.85 -21.43 22.40
H 14.91 -21.90 21.01
H 15.26 -19.48 22.10
H 16.24 -20.36 19.90
H 15.96 -18.61 19.72
H 14.89 -19.79 18.97
H 12.86 -19.25 21.73
C 9.50 -28.10 29.44
C 10.49 -26.93 29.65
C 10.00 -25.69 28.98
O 10.58 -26.75 31.05
H 9.78 -28.98 30.02
H 9.51 -28.35 28.38
H 8.47 -27.89 29.74
H 11.49 -27.20 29.29
H 8.97 -25.59 29.31
H 10.01 -25.75 27.89
H 10.62 -24.80 29.10
H 10.62 -25.81 31.21
C 11.41 -23.03 26.68
C 11.92 -21.76 25.95
C 13.29 -22.00 25.30
O 11.01 -21.36 24.96
H 12.17 -23.38 27.38
H 11.29 -23.76 25.88
H 10.52 -22.80 27.27
H 12.05 -20.93 26.65
H 13.56 -21.32 24.49
H 13.29 -22.95 24.76
H 14.11 -21.92 26.02
H 10.15 -21.36 25.40
*
```

***

# 3
DFT (ωB97M-V with the def2-TZVPD basis set) results for a 14-piece molecular cluster, C28H84O14S14 overall in a non-equilibrium geometry.

```
! wB97M-V def2-TZVPD RIJCOSX def2/J DEFGRID3
* xyz 0 1
C -2.33 -3.41 -5.27
S -2.29 -4.12 -3.58
O -2.20 -5.62 -3.79
C -0.61 -3.56 -3.33
H -2.68 -2.36 -5.28
H -2.96 -4.03 -5.88
H -1.29 -3.51 -5.63
H 0.05 -3.87 -4.19
H -0.21 -3.98 -2.42
H -0.52 -2.48 -3.27
C 2.64 5.42 3.38
S 1.99 4.12 4.48
O 0.74 4.58 5.12
C 1.63 2.91 3.20
H 3.56 4.96 3.03
H 2.91 6.32 3.94
H 1.97 5.66 2.54
H 0.76 3.15 2.57
H 1.50 1.98 3.72
H 2.53 2.87 2.56
C 1.26 0.84 -4.66
S -0.14 1.71 -5.46
O 0.55 2.83 -6.25
C -0.55 0.32 -6.62
H 0.88 0.10 -3.98
H 1.72 1.53 -3.96
H 2.02 0.39 -5.33
H 0.35 0.20 -7.24
H -1.44 0.38 -7.22
H -0.55 -0.52 -5.93
C 0.38 4.60 -2.33
S 1.70 4.74 -1.11
O 0.90 4.59 0.16
C 2.49 3.12 -1.44
H 0.01 5.56 -2.73
H -0.44 4.08 -1.77
H 0.72 3.97 -3.14
H 1.61 2.47 -1.52
H 3.10 2.88 -0.55
H 3.11 3.18 -2.32
C -4.46 3.15 1.36
S -3.11 4.27 0.74
O -3.82 5.17 -0.32
C -3.04 5.33 2.24
H -5.22 3.80 1.82
H -4.05 2.38 2.02
H -4.87 2.79 0.42
H -2.18 5.98 2.19
H -2.94 4.70 3.11
H -3.92 6.00 2.27
C -4.01 1.47 5.37
S -2.70 0.50 4.62
O -2.97 0.48 3.15
C -1.30 1.63 4.95
H -4.02 2.44 4.91
H -3.84 1.55 6.45
H -4.95 0.91 5.22
H -0.43 1.17 4.50
H -1.11 1.85 6.00
H -1.53 2.52 4.39
C -0.17 -6.36 2.31
S -0.22 -4.46 2.12
O -0.53 -4.30 0.62
C -1.90 -4.25 2.99
H 0.70 -6.79 1.80
H -1.08 -6.76 1.82
H -0.17 -6.72 3.33
H -2.66 -4.76 2.39
H -2.18 -3.17 3.07
H -1.81 -4.64 4.01
C -3.49 -2.56 -0.64
S -5.27 -2.80 -0.88
O -5.81 -1.56 -1.50
C -5.18 -4.02 -2.31
H -3.01 -1.94 -1.36
H -3.08 -3.55 -0.47
H -3.40 -1.99 0.26
H -4.79 -4.98 -1.99
H -4.59 -3.53 -3.07
H -6.17 -4.09 -2.77
C 3.45 0.04 2.53
S 4.34 0.70 1.10
O 4.35 2.12 1.11
C 6.02 0.21 1.63
H 3.54 0.67 3.40
H 4.03 -0.81 2.75
H 2.42 -0.26 2.35
H 6.04 -0.87 1.81
H 6.29 0.67 2.57
H 6.74 0.57 0.85
C 3.17 -4.79 0.20
S 2.61 -3.08 0.71
O 3.87 -2.35 1.03
C 2.11 -2.51 -0.99
H 3.27 -5.50 1.05
H 4.13 -4.72 -0.26
H 2.42 -5.22 -0.49
H 1.77 -1.50 -0.88
H 1.36 -3.23 -1.33
H 2.98 -2.68 -1.66
C -5.24 0.94 -3.73
S -3.55 1.29 -3.00
O -2.57 0.31 -3.54
C -3.32 2.84 -4.02
H -5.11 0.66 -4.79
H -5.76 1.88 -3.61
H -5.72 0.05 -3.26
H -2.34 3.30 -3.85
H -4.09 3.54 -3.66
H -3.50 2.55 -5.04
C 1.38 -1.44 6.44
S 0.80 -2.14 4.82
O 0.32 -0.99 3.99
C 2.49 -2.61 4.18
H 0.44 -1.19 7.00
H 1.91 -0.51 6.26
H 1.99 -2.15 6.97
H 2.79 -3.55 4.73
H 3.21 -1.80 4.31
H 2.29 -2.84 3.13
C 3.68 -0.13 -2.47
S 5.21 -0.58 -3.44
O 4.86 -0.39 -4.93
C 6.22 0.92 -2.97
H 3.72 -0.53 -1.46
H 2.88 -0.64 -2.95
H 3.41 0.94 -2.55
H 7.27 0.66 -3.08
H 6.01 1.35 -1.98
H 5.93 1.57 -3.80
C -0.52 -0.84 1.00
S 0.47 0.72 0.94
O 1.58 0.46 0.01
C -0.75 1.75 0.17
H 0.20 -1.63 1.21
H -0.92 -0.89 0.01
H -1.28 -0.81 1.78
H -0.31 2.73 0.15
H -1.59 1.53 0.80
H -0.92 1.40 -0.87
*
```

***

Quick rundown of Kohn-Sham gap, same order as above: 9.09; 9.71; 8.22 eV
Quick rundown of molecular weight, same order as above: 717.8; 645.0; 1093.9 g/mol
Quick rundown of energy relative to the best compared isomer or geometry (same formula, charge and spin), same order as above: 130.9; 63.5; 18.3 kcal/mol